Record 1
ORCA calculation (ωB97M-V/def2-TZVPD) on a 11-piece molecular cluster, C63H143N5O11 overall.

Results
ΔE to the lowest compared entry with this formula, charge and spin	183.7	kcal per mole
net charge	0
molecular weight	1146.86	g/mol
electronic energy	-97609.431	eV
structure (SMILES)	CC1(C)CCCC(C)(C)N1O.CC1(C)CCCC(C)(C)N1O.CC1(C)CCCC(C)(C)N1O.CC1(C)CCCC(C)(C)N1O.CC1(C)CCCC(C)(C)N1O.CC(C)O.CC(C)O.CC(C)O.CC(C)O.CC(C)O.CC(C)O
highest occupied orbital energy	-7.78	eV

Structure (XYZ):
```
222
Properties=species:S:1:pos:R:3:mulliken_charge:R:1
C -1.928 3.370 -0.966 -1.998
C -0.995 2.196 -1.295 1.896
C -1.255 1.683 -2.678 -1.269
C 0.438 2.773 -1.148 -1.166
C 1.449 1.544 -1.220 -0.492
C 1.099 0.598 -0.076 -1.476
C -0.252 0.054 0.007 3.338
C -0.330 -1.147 -0.969 -2.091
C -0.356 -0.579 1.380 -1.890
N -1.195 1.159 -0.294 1.593
O -2.523 0.868 -0.022 -0.719
H -1.951 3.620 0.095 0.259
H -1.736 4.285 -1.527 0.156
H -2.959 3.123 -1.217 0.453
H -1.517 2.459 -3.396 0.313
H -0.378 1.247 -3.158 -0.438
H -2.141 1.050 -2.722 0.385
H 0.740 3.371 -2.008 0.425
H 0.620 3.299 -0.211 0.151
H 1.572 0.993 -2.152 0.081
H 2.441 1.941 -1.006 0.592
H 1.363 1.038 0.885 -0.014
H 1.760 -0.259 -0.208 0.398
H -1.387 -1.243 -1.218 0.434
H 0.038 -2.115 -0.629 0.422
H 0.238 -0.898 -1.865 -0.445
H -1.407 -0.740 1.622 0.574
H 0.109 0.087 2.107 -0.406
H 0.051 -1.589 1.443 0.288
H -2.636 1.019 0.920 0.267
C -2.213 1.730 3.182 -2.257
C -2.383 2.522 4.549 2.118
C -3.860 2.285 4.980 -2.201
C -1.408 1.831 5.508 -1.416
C 0.104 2.310 5.448 0.627
C 0.151 3.850 5.680 -1.816
C -0.770 4.611 4.549 1.219
C -0.830 6.101 5.097 -1.760
C 0.133 4.601 3.277 -1.056
N -2.107 3.988 4.512 0.472
O -3.089 4.676 3.673 -0.479
H -1.167 1.579 2.912 0.443
H -2.656 0.735 3.141 0.552
H -2.789 2.228 2.402 0.558
H -4.516 2.785 4.268 0.461
H -4.076 1.235 5.177 0.267
H -3.971 2.805 5.932 0.553
H -1.690 2.081 6.531 0.514
H -1.348 0.753 5.354 0.103
H 0.603 1.821 6.285 0.587
H 0.584 2.019 4.514 -0.530
H 1.128 4.274 5.914 0.433
H -0.288 4.082 6.650 0.487
H -1.248 6.812 4.384 0.363
H 0.203 6.264 5.403 0.388
H -1.508 6.223 5.941 0.423
H -0.129 5.341 2.520 0.399
H 0.040 3.707 2.659 -0.059
H 1.216 4.684 3.366 0.306
H -3.816 4.910 4.254 0.327
C 5.843 -1.875 6.904 -1.738
C 6.077 -0.511 6.132 0.851
C 6.745 0.646 6.963 -1.540
C 6.978 -0.932 4.864 -1.005
C 6.827 0.081 3.696 -1.019
C 5.329 0.280 3.266 -1.211
C 4.383 0.699 4.439 2.060
C 4.632 2.238 4.695 -1.995
C 2.947 0.320 4.054 -1.557
N 4.703 -0.070 5.653 1.150
O 3.774 0.186 6.612 -0.572
H 5.284 -1.614 7.802 0.425
H 5.389 -2.688 6.338 0.258
H 6.790 -2.338 7.184 0.491
H 6.937 1.435 6.237 0.335
H 6.040 1.067 7.680 0.301
H 7.716 0.421 7.405 0.415
H 8.051 -0.920 5.058 0.486
H 6.687 -1.896 4.447 0.282
H 7.345 0.935 4.135 0.326
H 7.587 -0.023 2.921 0.477
H 4.978 -0.472 2.559 0.419
H 5.401 1.131 2.588 0.477
H 4.602 2.771 3.745 0.442
H 5.653 2.606 4.788 0.346
H 4.012 2.606 5.513 0.398
H 2.728 -0.700 3.738 -0.263
H 2.818 0.983 3.199 0.411
H 2.175 0.669 4.740 0.600
H 3.026 -0.337 6.314 0.216
C 1.750 -7.350 3.821 -1.764
C 2.151 -5.880 4.103 1.595
C 3.528 -5.673 3.417 -1.811
C 1.079 -4.882 3.436 -1.962
C 1.120 -3.389 3.875 0.836
C 0.881 -3.399 5.360 -1.214
C 1.767 -4.355 6.247 1.978
C 2.944 -3.479 6.680 -2.432
C 0.785 -4.848 7.287 -1.883
N 2.216 -5.619 5.570 0.424
O 2.988 -6.467 6.376 -0.510
H 1.535 -7.575 2.776 0.348
H 2.543 -8.014 4.167 0.362
H 0.853 -7.542 4.408 0.428
H 3.451 -5.824 2.340 0.421
H 3.935 -4.685 3.632 0.307
H 4.105 -6.533 3.758 0.491
H 1.283 -4.945 2.367 0.669
H 0.040 -5.210 3.468 0.513
H 2.059 -2.920 3.580 0.143
H 0.372 -2.749 3.407 -0.348
H -0.153 -3.363 5.706 0.093
H 1.210 -2.405 5.662 0.143
H 3.492 -3.257 5.765 0.499
H 3.773 -3.932 7.224 0.657
H 2.728 -2.543 7.195 0.361
H -0.002 -5.503 6.913 0.438
H 0.094 -4.109 7.694 0.420
H 1.276 -5.311 8.143 0.351
H 3.922 -6.409 6.162 0.329
C -4.573 -1.165 -7.192 -1.507
C -5.069 -0.002 -8.072 1.761
C -5.164 -0.513 -9.484 -1.892
C -6.519 0.334 -7.661 -1.567
C -6.626 1.298 -6.429 -0.544
C -5.750 2.494 -6.718 -1.572
C -4.229 2.274 -7.013 2.097
C -3.593 3.561 -7.476 -2.095
C -3.577 1.884 -5.603 -1.814
N -4.202 1.226 -8.111 0.091
O -2.885 0.950 -8.473 -0.382
H -5.410 -1.779 -6.860 0.300
H -3.884 -1.791 -7.757 0.417
H -3.986 -0.756 -6.369 0.237
H -5.561 -1.526 -9.428 0.401
H -5.861 0.062 -10.092 0.394
H -4.208 -0.535 -10.007 0.438
H -6.999 0.854 -8.489 0.398
H -7.141 -0.556 -7.565 0.494
H -7.681 1.509 -6.254 0.423
H -6.213 0.772 -5.569 0.234
H -5.792 3.289 -5.974 0.436
H -6.303 2.937 -7.546 0.405
H -4.048 3.965 -8.380 0.481
H -2.557 3.280 -7.664 0.461
H -3.514 4.319 -6.697 0.288
H -3.981 1.065 -5.008 0.407
H -3.480 2.773 -4.979 0.569
H -2.555 1.581 -5.828 0.334
H -2.953 1.096 -9.419 0.362
C -1.784 6.249 -4.602 -1.200
C -1.262 7.621 -5.207 0.263
C -0.960 8.702 -4.238 -1.257
O -0.044 7.389 -5.949 -0.520
H -2.853 6.389 -4.443 0.465
H -1.311 6.037 -3.643 0.368
H -1.574 5.510 -5.376 0.196
H -2.027 7.942 -5.914 0.408
H -1.789 8.778 -3.534 0.342
H -1.069 9.633 -4.795 0.345
H 0.060 8.732 -3.855 0.316
H 0.570 6.899 -5.397 0.208
C -0.312 -2.782 -6.499 -1.600
C -0.371 -1.284 -6.932 1.444
C 0.046 -0.322 -5.775 -1.381
O 0.586 -1.204 -8.009 -0.638
H -0.997 -3.400 -7.080 0.521
H -0.638 -2.948 -5.472 0.117
H 0.670 -3.252 -6.549 0.459
H -1.403 -1.089 -7.224 -0.574
H 1.073 -0.447 -5.433 0.522
H -0.511 -0.619 -4.886 0.178
H 0.002 0.740 -6.018 0.591
H 0.471 -1.926 -8.632 0.354
C -3.460 -2.989 5.842 -1.901
C -2.895 -3.313 4.533 1.774
C -3.956 -4.215 3.775 -1.269
O -2.827 -2.163 3.702 -0.221
H -2.813 -2.315 6.402 0.413
H -3.715 -3.861 6.444 0.418
H -4.443 -2.519 5.792 0.502
H -1.917 -3.790 4.599 -0.688
H -3.440 -4.625 2.907 0.191
H -4.862 -3.726 3.416 0.327
H -4.264 -5.066 4.383 0.400
H -3.091 -1.471 4.313 0.065
C -1.503 -4.724 -1.733 -0.770
C -2.677 -4.942 -0.795 0.626
C -3.401 -6.269 -1.130 -1.578
O -2.345 -5.175 0.534 -0.487
H -0.825 -3.910 -1.479 -0.027
H -1.839 -4.643 -2.767 0.277
H -1.075 -5.720 -1.623 0.383
H -3.186 -3.981 -0.865 0.351
H -2.753 -7.143 -1.064 0.388
H -3.902 -6.342 -2.096 0.373
H -4.204 -6.597 -0.471 0.389
H -2.001 -4.341 0.862 0.170
C 2.790 3.366 -4.323 -1.186
C 3.278 4.215 -5.373 0.791
C 2.488 5.425 -5.811 -1.695
O 4.503 4.668 -4.855 -0.573
H 3.421 2.484 -4.207 0.360
H 1.752 3.106 -4.529 0.285
H 2.641 3.937 -3.406 0.286
H 3.304 3.583 -6.261 0.186
H 2.605 6.216 -5.071 0.544
H 1.479 5.206 -6.159 0.410
H 2.929 5.798 -6.736 0.314
H 4.710 5.464 -5.350 0.343
C 2.056 -2.645 -3.697 -0.449
C 2.731 -3.965 -3.331 0.419
C 2.297 -5.156 -4.130 -1.522
O 4.113 -3.808 -3.583 -0.631
H 1.000 -2.743 -3.948 -0.097
H 2.432 -2.168 -4.603 0.482
H 2.264 -1.821 -3.014 0.196
H 2.671 -4.285 -2.291 0.282
H 2.811 -6.033 -3.736 0.359
H 2.611 -5.113 -5.173 0.376
H 1.220 -5.280 -4.237 0.304
H 4.565 -3.442 -2.819 0.334
```

---

Record 2
ORCA calculation (ωB97M-V/def2-TZVPD) on a 2-piece molecular cluster, C5H10O2 overall.

Results
ΔE to the lowest compared entry with this formula, charge and spin	44.1	kcal per mole
net charge	0
molecular weight	102.13	g/mol
electronic energy	-9441.131	eV
structure (SMILES)	C=C1CCOC1.O
highest occupied orbital energy	-9.68	eV

Structure (XYZ):
```
17
Properties=species:S:1:pos:R:3:nbo_charge:R:1
C -0.882 -1.681 0.286 -0.444
C -0.396 -0.617 -0.347 0.016
C 1.055 -0.258 -0.571 -0.480
C 0.951 1.240 -0.870 -0.070
O -0.276 1.378 -1.572 -0.519
C -1.208 0.521 -0.945 -0.120
H -0.227 -2.445 0.700 0.203
H -1.953 -1.842 0.398 0.205
H 1.683 -0.479 0.297 0.229
H 1.445 -0.798 -1.441 0.224
H 1.746 1.627 -1.512 0.195
H 0.930 1.806 0.073 0.180
H -1.928 0.182 -1.697 0.203
H -1.759 1.053 -0.152 0.181
O 0.292 0.500 2.496 -0.948
H 0.852 -0.173 2.900 0.466
H -0.327 -0.013 1.956 0.479
```

---

Record 3
ORCA calculation (ωB97M-V/def2-TZVPD) on an isolated molecule of C4H4N2S.

Results
ΔE to the lowest compared entry with this formula, charge and spin	79.2	kcal per mole
net charge	0
molecular weight	112.16	g/mol
electronic energy	-18024.807	eV
structure (SMILES)	N#CN1CC=CS1
highest occupied orbital energy	-8.44	eV

Structure (XYZ):
```
11
Properties=species:S:1:pos:R:3:nbo_charge:R:1
N -3.946 -1.479 -0.097 -0.384
C -3.076 -0.725 0.067 0.392
N -2.155 0.116 0.284 -0.621
C -0.730 -0.750 -0.077 -0.167
C 0.355 0.314 0.011 -0.261
C -0.104 1.590 -0.069 -0.331
S -1.876 1.752 -0.135 0.478
H -0.825 -1.130 -1.186 0.208
H -0.642 -1.522 0.555 0.208
H 1.349 0.138 -0.151 0.230
H 0.197 2.612 -0.259 0.246
```

---

Record 4
ORCA calculation (ωB97M-V/def2-TZVPD) on C25H31ClMoNO2Si2 as an isolated structure.

Results
net charge	+1
molecular weight	565.09	g/mol
electronic energy	-62142.708	eV
highest occupied orbital energy (spin up / spin down)	-10.96 / -10.96	eV

Structure (XYZ):
```
63
Properties=species:S:1:pos:R:3:nbo_charge:R:1
Mo -0.320 -0.266 0.625 1.445
Cl -5.987 3.723 -1.799 0.051
C -4.530 3.024 -1.195 -0.075
C -3.511 3.861 -0.726 -0.138
C -2.330 3.341 -0.243 -0.238
C -2.147 1.960 -0.217 0.375
O -0.989 1.463 0.241 -0.626
C -3.171 1.111 -0.677 -0.261
C -3.048 -0.323 -0.649 0.422
O -2.069 -0.944 -0.196 -0.560
C -4.366 1.663 -1.173 -0.136
H -3.661 4.932 -0.751 0.247
H -1.536 3.979 0.116 0.244
H -3.864 -0.919 -1.066 0.180
H -5.148 1.006 -1.530 0.239
C -0.196 -2.158 -3.132 -1.130
Si 1.058 -1.158 -2.183 1.703
C 0.638 0.654 -2.429 -1.135
C 2.795 -1.418 -2.812 -1.131
C 0.993 -1.594 -0.324 -1.212
C 2.145 -1.021 0.461 0.279
C 3.465 -1.436 0.579 -0.262
C 4.329 -0.700 1.370 -0.111
C 3.864 0.416 2.060 -0.254
C 2.532 0.751 1.942 0.081
N 1.709 0.051 1.155 -0.512
Si 0.802 -3.495 -0.008 1.722
C 2.022 -4.464 -1.049 -1.132
C 1.247 -3.835 1.776 -1.139
C -0.924 -4.104 -0.398 -1.143
H -0.212 -1.816 -4.169 0.256
H -1.201 -2.027 -2.724 0.237
H 0.020 -3.226 -3.144 0.246
H 0.841 0.888 -3.478 0.262
H 1.262 1.322 -1.828 0.243
H -0.411 0.884 -2.239 0.229
H 2.835 -1.178 -3.878 0.255
H 3.129 -2.450 -2.695 0.246
H 3.508 -0.767 -2.303 0.244
H 3.807 -2.300 0.028 0.241
H 5.369 -0.990 1.444 0.238
H 4.517 1.012 2.679 0.243
H 2.109 1.599 2.465 0.218
H 3.059 -4.190 -0.847 0.232
H 1.852 -4.373 -2.122 0.239
H 1.910 -5.521 -0.794 0.256
H 2.298 -3.622 1.977 0.240
H 1.085 -4.895 1.989 0.252
H 0.643 -3.263 2.483 0.248
H -0.939 -4.615 -1.362 0.249
H -1.676 -3.319 -0.425 0.242
H -1.220 -4.830 0.362 0.254
C -1.524 -2.079 4.987 -0.167
C -2.157 -2.533 3.840 -0.207
C -1.839 -1.979 2.608 -0.231
C -0.862 -0.978 2.496 -0.228
C -0.233 -0.542 3.671 -0.212
C -0.568 -1.073 4.906 -0.213
H -1.777 -2.505 5.949 0.227
H -2.905 -3.313 3.904 0.224
H -2.350 -2.343 1.725 0.216
H 0.527 0.229 3.625 0.203
H -0.080 -0.714 5.803 0.225
```

---

Record 5
ORCA calculation (ωB97M-V/def2-TZVPD) on an isolated molecule of C21H19N3O3S.

Results
ΔE to the lowest compared entry with this formula, charge and spin	0.7	kcal per mole
net charge	0
molecular weight	393.47	g/mol
electronic energy	-43536.022	eV
structure (SMILES)	C[C@@]1(c2ccc3ccccc3c2)NC(=O)N(CC(=O)NCc2cccs2)C1=O
highest occupied orbital energy	-8.41	eV

Structure (XYZ):
```
47
Properties=species:S:1:pos:R:3:nbo_charge:R:1
C -2.203 -3.373 -0.135 -0.603
C -1.748 -1.917 -0.150 0.006
C -0.235 -1.759 -0.048 -0.059
C 0.578 -2.394 -1.009 -0.230
C 1.934 -2.243 -0.988 -0.163
C 2.558 -1.440 -0.012 -0.092
C 3.956 -1.262 0.041 -0.185
C 4.518 -0.458 0.994 -0.213
C 3.710 0.204 1.933 -0.219
C 2.353 0.048 1.910 -0.190
C 1.744 -0.778 0.942 0.029
C 0.346 -0.954 0.896 -0.130
N -2.216 -1.191 -1.322 -0.612
C -2.764 -0.002 -0.996 0.812
O -3.083 0.899 -1.740 -0.652
N -2.937 0.002 0.387 -0.476
C -3.422 1.143 1.133 -0.315
C -2.254 2.136 1.278 0.668
O -1.642 2.283 2.311 -0.613
N -1.978 2.785 0.129 -0.620
C -0.752 3.535 -0.038 -0.260
C 0.323 2.700 -0.668 -0.211
C 0.206 1.816 -1.696 -0.278
C 1.432 1.201 -2.036 -0.259
C 2.462 1.631 -1.266 -0.408
S 1.954 2.780 -0.096 0.449
C -2.438 -1.135 0.970 0.719
O -2.543 -1.442 2.125 -0.557
H -1.983 -3.794 0.843 0.241
H -1.694 -3.956 -0.897 0.214
H -3.276 -3.426 -0.306 0.222
H 0.121 -3.008 -1.772 0.206
H 2.549 -2.739 -1.726 0.212
H 4.573 -1.770 -0.686 0.211
H 5.589 -0.324 1.030 0.216
H 4.172 0.840 2.673 0.217
H 1.723 0.556 2.625 0.223
H -0.246 -0.441 1.639 0.213
H -1.845 -1.361 -2.242 0.420
H -4.261 1.595 0.601 0.232
H -3.726 0.790 2.120 0.259
H -2.473 2.512 -0.713 0.428
H -0.431 3.865 0.953 0.242
H -0.962 4.415 -0.656 0.214
H -0.719 1.616 -2.207 0.231
H 1.539 0.476 -2.824 0.223
H 3.492 1.341 -1.306 0.238
```